1.
Computed, not measured: a cluster of 2 separate species, C4H13N3 in total in a non-equilibrium geometry, with ωB97M-V/def2-TZVPD.

Results
- Multiplicity: 1
- ΔE to the lowest compared entry with this formula, charge and spin: 85.44 kcal per mole
- E_LUMO: -8.606 eV
- Net charge: +2
- Calculated total energy: -8809.8719 eV

Element x y z (Å)
N (2.529, -0.266, -1.139)
N (1.452, 1.224, 0.916)
N (-3.437, 0.150, -0.310)
C (1.377, -0.723, -0.491)
C (-0.601, -0.391, 0.969)
C (-1.410, -0.348, -0.301)
C (0.741, 0.031, 0.411)
H (2.249, 1.092, 1.552)
H (-1.312, 0.488, -0.972)
H (0.974, -1.719, -0.677)
H (1.882, 1.651, 0.082)
H (3.229, -0.998, -1.173)
H (0.857, 1.959, 1.310)
H (-3.552, 1.155, -0.428)
H (-4.246, -0.230, -0.811)
H (-1.205, 0.203, 1.662)
H (-1.640, -1.252, -0.850)
H (-3.501, -0.168, 0.653)
H (-0.498, -1.368, 1.428)
H (2.365, 0.087, -2.076)

=====

2.
Computed, not measured: the ion C4H13N3 with charge +2 in a non-equilibrium geometry, with ωB97M-V/def2-TZVPD.

Results
- SMILES: N/C=C(\[NH3+])CC[NH3+]
- Multiplicity: 1
- ΔE to the lowest compared entry with this formula, charge and spin: 34.91 kcal per mole
- E_LUMO: -6.882 eV
- Net charge: +2
- Calculated total energy: -8812.0630 eV

Element x y z (Å)
N (-0.567, -1.014, -2.963)
N (0.197, 0.153, 3.007)
N (-0.100, 1.104, -1.527)
C (-0.306, -1.247, -1.576)
C (0.018, 0.756, 1.631)
C (-0.029, -0.211, -0.799)
C (0.618, -0.175, 0.535)
H (1.147, 0.012, 3.345)
H (-0.338, -0.718, 3.103)
H (0.535, 1.699, 1.698)
H (0.658, 1.693, -1.285)
H (-1.046, 0.908, 1.487)
H (-1.467, -1.413, -3.209)
H (-0.101, 0.860, -2.538)
H (-0.261, 0.794, 3.667)
H (-0.445, -2.267, -1.231)
H (0.589, -1.177, 0.978)
H (0.153, -1.412, -3.559)
H (-0.946, 1.626, -1.290)
H (1.693, 0.030, 0.525)

=====

3.
Computed, not measured: a cluster of 2 separate species, C4H13N3O in total in a non-equilibrium geometry, with ωB97M-V/def2-TZVPD.

Results
- SMILES: [H]/N=C(\N)NCCC.O
- Multiplicity: 1
- ΔE to the lowest compared entry with this formula, charge and spin: 34.47 kcal per mole
- E_LUMO: 0.689 eV
- Net charge: 0
- Calculated total energy: -10876.1830 eV

Element x y z (Å)
O (1.164, -0.411, 3.502)
N (-1.292, -1.029, 1.073)
N (-0.580, -0.157, -0.947)
N (-2.784, 0.296, -0.143)
C (-1.647, -0.233, -0.035)
C (0.460, 0.808, -0.576)
C (2.009, 0.500, -2.542)
C (1.834, 0.261, -1.073)
H (-0.561, -1.712, 1.157)
H (3.018, 0.219, -2.867)
H (0.375, 1.027, 0.484)
H (2.049, -0.056, 3.272)
H (0.678, 0.391, 3.419)
H (-0.898, -0.030, -1.904)
H (1.694, 1.503, -2.812)
H (1.485, -0.205, -3.208)
H (2.694, 0.612, -0.491)
H (1.794, -0.791, -0.773)
H (-3.426, 0.103, 0.600)
H (-2.091, -1.197, 1.668)
H (0.387, 1.780, -1.086)

=====

4.
Computed, not measured: a structure of composition C4H13N3O in a non-equilibrium geometry, with ωB97M-V/def2-TZVPD.

Results
- Multiplicity: 1
- ΔE to the lowest compared entry with this formula, charge and spin: 92.61 kcal per mole
- E_LUMO: 0.736 eV
- Net charge: 0
- Calculated total energy: -10873.6617 eV

Element x y z (Å)
O (-1.391, 1.272, 0.683)
N (0.456, 1.536, -1.613)
N (0.243, -0.451, 1.016)
N (-1.046, -0.312, -2.386)
C (0.112, 0.126, -1.614)
C (-1.052, 0.125, 0.506)
C (1.119, 0.542, 1.647)
C (0.112, -1.699, 1.770)
H (1.092, -2.171, 1.860)
H (0.975, -0.423, -2.017)
H (2.127, 0.130, 1.710)
H (-1.880, 0.174, -2.069)
H (-0.224, 2.062, -1.070)
H (-0.950, -0.088, -3.374)
H (1.154, 1.436, 1.027)
H (-1.702, -0.690, 0.161)
H (0.504, 1.932, -2.548)
H (0.441, -0.427, -0.344)
H (-0.558, -2.380, 1.247)
H (0.752, 0.822, 2.635)
H (-0.284, -1.516, 2.773)

=====

5.
Computed, not measured: a structure of composition C4H13N3O in a non-equilibrium geometry, with ωB97M-V/def2-TZVPD.

Results
- Multiplicity: 1
- ΔE to the lowest compared entry with this formula, charge and spin: 152.72 kcal per mole
- E_LUMO: 0.782 eV
- Net charge: 0
- Calculated total energy: -10871.0551 eV

Element x y z (Å)
O (-1.339, 0.138, 0.102)
N (-0.392, -0.403, 2.032)
N (-0.785, -1.750, -1.664)
N (0.921, 2.010, 0.836)
C (0.430, -0.865, 0.910)
C (0.036, -0.674, -1.645)
C (-0.113, -0.024, -0.293)
C (0.682, 1.209, -0.403)
H (1.655, 1.315, -0.976)
H (-1.723, -1.264, -1.385)
H (-0.068, 1.719, -1.148)
H (-0.496, -0.967, 2.783)
H (1.567, -0.674, 1.090)
H (-1.104, -2.175, -2.445)
H (0.297, 0.229, 2.543)
H (0.162, -1.879, 0.704)
H (0.805, 3.179, 0.301)
H (-0.159, 1.666, 1.672)
H (-0.041, 0.157, -2.404)
H (-1.492, 0.017, 1.077)
H (1.157, -0.962, -1.687)

=====

6.
Computed, not measured: a cluster of 2 separate species, C4H13N3O in total in a non-equilibrium geometry, with ωB97M-V/def2-TZVPD.

Results
- SMILES: NOC1(N)CC1.CN
- Multiplicity: 1
- ΔE to the lowest compared entry with this formula, charge and spin: 137.32 kcal per mole
- E_LUMO: 0.714 eV
- Net charge: 0
- Calculated total energy: -10871.7228 eV

Element x y z (Å)
O (-1.372, -0.951, 0.118)
N (-1.520, 1.006, -1.320)
N (-2.736, -1.321, 0.290)
N (2.566, -0.206, -0.840)
C (-1.182, 0.444, -0.059)
C (2.942, -1.386, -0.080)
C (-1.260, 1.291, 1.112)
C (0.354, 0.786, 0.382)
H (-3.105, -0.794, 1.082)
H (3.091, 0.597, -0.497)
H (0.737, 1.714, -0.012)
H (-1.097, 0.500, -2.086)
H (0.759, 0.151, 1.154)
H (4.018, -1.569, -0.191)
H (-1.487, 2.337, 0.985)
H (2.723, -1.328, 0.997)
H (-1.453, 0.838, 2.073)
H (-3.246, -1.032, -0.544)
H (1.382, 0.090, -0.625)
H (2.409, -2.251, -0.480)
H (-2.525, 1.082, -1.458)

=====

7.
Computed, not measured: a cluster of 2 separate species, C4H13N3O in total in a non-equilibrium geometry, with ωB97M-V/def2-TZVPD.

Results
- SMILES: N/C=C(\N)CCN.O
- Multiplicity: 1
- ΔE to the lowest compared entry with this formula, charge and spin: 42.88 kcal per mole
- E_LUMO: 0.830 eV
- Net charge: 0
- Calculated total energy: -10875.8180 eV

Element x y z (Å)
O (1.320, -3.211, -2.726)
N (1.633, 2.599, 1.475)
N (0.619, 1.407, -0.849)
N (-2.538, -0.559, -0.532)
C (-1.790, -0.339, 0.666)
C (0.978, 1.329, 1.498)
C (-0.283, -0.512, 0.380)
C (0.473, 0.787, 0.397)
H (-0.114, 1.180, -1.508)
H (-3.535, -0.610, -0.590)
H (2.339, 2.670, 0.757)
H (0.698, 2.412, -0.873)
H (-2.060, -1.067, 1.435)
H (-0.045, -1.099, -0.506)
H (0.103, -1.091, 1.208)
H (0.842, 0.884, 2.474)
H (-2.098, -1.089, -1.258)
H (1.952, -3.820, -3.106)
H (2.019, 2.759, 2.392)
H (-1.967, 0.634, 1.064)
H (1.455, -3.264, -1.798)

=====

8.
Computed, not measured: a cluster of 2 separate species, C4H13N3O in total in a non-equilibrium geometry, with ωB97M-V/def2-TZVPD.

Results
- Multiplicity: 1
- ΔE to the lowest compared entry with this formula, charge and spin: 76.57 kcal per mole
- E_LUMO (alpha / beta): -8.723 / -8.722 eV
- Net charge: +2
- Calculated total energy: -10856.2881 eV

Element x y z (Å)
O (0.760, -0.337, -0.694)
N (-1.922, -1.429, -0.613)
N (-3.025, -0.146, 0.982)
N (-0.303, 1.815, -0.773)
C (2.974, -0.011, 0.384)
C (0.079, 0.565, 0.013)
C (1.824, -0.986, -0.021)
C (-1.969, -0.505, 0.313)
H (3.626, -0.564, 0.974)
H (-2.549, -2.238, -0.535)
H (2.647, 0.940, 0.873)
H (-0.784, 2.551, -0.132)
H (-1.228, -1.517, -1.332)
H (-3.948, -0.765, 0.918)
H (1.379, -1.500, 0.894)
H (2.231, -1.686, -0.749)
H (-0.666, 1.505, -1.732)
H (0.542, 2.389, -0.930)
H (3.364, 0.456, -0.574)
H (-3.244, 0.669, 1.671)
H (0.211, 0.794, 1.062)